1.
This record from the OMol25 dataset describes a gas-phase ion, C7H12N3O2 (charge +1) at a distorted geometry. The level of theory is ωB97M-V with the def2-TZVPD basis set.

XYZ file:
```
24
Properties=species:S:1:pos:R:3:lowdin_charge:R:1
O -0.72972 -1.37659 0.21001 0.143
O -2.17243 -2.44746 3.57888 0.137
N -1.47180 -0.43220 1.92036 -0.082
N -1.63432 -1.47858 1.16933 0.213
N -2.27228 -0.23488 3.02600 0.130
C 0.06987 -0.37369 0.43015 -0.251
C -0.41522 0.40720 1.47053 0.155
C 1.76664 -0.24778 -2.99160 -0.063
C 1.17674 -0.10560 -0.45478 -0.112
C 0.79258 1.83711 -1.97650 -0.054
C -2.59127 -1.39720 3.82153 -0.266
C 0.79824 0.28483 -1.93556 -0.394
H 1.78208 0.71410 0.00300 0.141
H -0.19397 -0.24251 -1.89776 0.138
H 1.57074 -1.31299 -3.17599 0.091
H -2.38889 0.79639 3.13861 0.189
H -0.08120 1.25622 1.99581 0.139
H 0.40443 2.26688 -1.08841 0.054
H 2.81296 -0.10811 -2.57115 0.112
H 1.70376 0.24763 -3.90500 0.057
H 1.96034 -0.94523 -0.46897 0.169
H -3.21974 -1.32081 4.69284 0.145
H 1.94253 2.13366 -2.05845 0.138
H 0.38992 2.07960 -2.93288 0.071
```

Output
Energy relative to the best compared isomer or geometry (same formula, charge and spin) ... 426.4 kJ/mol
Total charge ... +1
Lowest unoccupied orbital energy ... -4.75 eV
HOMO level ... -14.43 eV
Frontier orbital gap ... 9.7 eV
SMILES string ... CC(C)Cc1c[n+](NC=O)no1

2.
This record from the OMol25 dataset describes 11 unconnected molecules or ions with the total composition C22H50Cl20NOP at a distorted geometry. The level of theory is ωB97M-V with the def2-TZVPD basis set.

XYZ file:
```
95
Properties=species:S:1:pos:R:3:lowdin_charge:R:1
Cl -1.27391 -1.42265 1.12695 0.619
Cl 0.18066 1.79973 4.83697 0.564
Cl -5.99828 3.98410 4.14598 0.555
Cl 0.02143 -5.58262 -5.12143 0.532
Cl -3.13356 5.65692 4.96779 0.599
Cl 5.15009 -4.73033 0.19117 0.562
Cl -4.06241 -2.88992 2.45046 0.525
Cl -2.56099 6.64985 -1.31777 0.542
Cl 6.28597 0.91626 -2.72143 0.563
Cl -1.64534 -7.35426 -0.45579 0.534
Cl -1.49514 6.58868 1.92885 0.571
Cl -1.64851 -4.94247 1.96568 0.528
Cl -7.08321 2.72261 -0.14233 0.540
Cl 1.06301 -6.13453 -8.32935 0.530
Cl 5.14692 -2.31854 2.61265 0.558
Cl 2.23611 -1.09279 -6.44990 0.542
Cl 5.29389 -0.10302 -7.61207 0.533
Cl -0.88879 2.78660 1.74462 0.583
Cl -4.21849 4.39542 0.67949 0.517
Cl 3.22819 -0.07352 -1.55927 0.613
P 1.80121 -1.33546 1.23775 0.650
O 1.48532 0.14825 2.09855 -0.481
N 2.24768 -2.91572 0.54026 -0.344
C -1.02998 7.30036 -0.68041 -0.651
C 0.00092 -4.41851 -6.46969 -0.673
C -0.41529 3.41345 4.37400 -0.664
C 3.68332 -0.72433 -5.47872 -0.664
C -0.48458 6.46530 0.46696 -0.638
C -4.58029 6.33343 4.17870 -0.640
C 1.13355 -2.89559 -1.87713 -0.136
C -0.28119 -5.09012 -7.80408 -0.667
C 4.51505 0.39266 -6.08848 -0.670
C -1.50845 3.34136 3.31994 -0.698
C -2.87075 -0.66945 1.36392 -0.613
C -5.66522 5.07194 -0.10961 -0.660
C 6.12249 -4.70941 1.68361 -0.654
C 4.67540 0.29495 -0.58809 -0.646
C -0.67294 -7.33334 1.03665 -0.665
C -6.94661 4.41919 0.38355 -0.668
C -1.41683 -6.69347 2.19787 -0.650
C 5.37860 -4.06954 2.84483 -0.646
C 5.50714 1.41193 -1.19785 -0.646
C -5.86168 5.68068 4.67185 -0.647
C -3.56974 -1.18553 2.61144 -0.648
C 1.16345 -3.50178 -0.33627 -0.341
H 0.96174 -0.96327 0.12751 -0.031
H -2.31691 2.66832 3.62288 0.071
H -7.81358 4.94740 -0.02468 0.073
H 1.16822 -2.05198 2.32909 0.033
H 1.43097 -4.65848 -0.46313 0.108
H 4.32295 0.59312 0.40349 0.060
H -0.01313 -2.65046 -2.10021 0.079
H -3.46765 -0.84876 0.46395 0.076
H -0.43748 -8.37455 1.27492 0.070
H -1.93555 4.33538 3.15914 -0.058
H 5.25567 -0.62702 -0.48020 0.071
H -2.93179 -1.09856 3.49630 0.073
H 0.51372 6.81890 0.74204 0.077
H 0.26577 -6.81224 0.82299 0.060
H 4.90218 2.30128 -1.39935 0.072
H -2.40043 -7.14935 2.34694 0.070
H -5.68025 6.14097 0.12124 0.071
H 0.43860 4.00489 4.02963 0.073
H 5.31764 0.67607 -5.40086 0.024
H 0.08492 -3.47473 0.11963 0.034
H 3.91009 1.28200 -6.28998 0.071
H 6.30972 1.69534 -0.51022 0.075
H 1.46986 -3.66032 -2.69781 0.062
H -0.41416 -4.33132 -8.58116 0.071
H -4.46088 6.22043 3.09641 0.035
H -1.18935 -5.69941 -7.76488 0.068
H -0.78453 -3.69069 -6.24675 0.073
H -2.70214 0.40771 1.45132 0.043
H -0.84169 -6.81658 3.12055 0.071
H 3.18719 -2.91516 0.08577 -0.004
H -0.31748 7.30171 -1.51029 0.074
H 0.65530 0.55556 1.68932 -0.040
H -4.48180 -0.60857 2.79184 0.072
H -0.40791 5.40800 0.19535 0.051
H -6.72865 6.20890 4.26363 0.074
H -0.80649 3.87890 5.28373 0.050
H -5.93210 5.70453 5.76363 0.071
H 7.06120 -4.18831 1.46995 0.069
H -7.01703 4.44304 1.47533 0.026
H 0.96061 -3.89194 -6.47824 0.037
H 4.39500 -4.52542 2.99390 0.073
H -5.54581 4.95893 -1.19190 0.070
H 3.33087 -0.42615 -4.48715 0.032
H 5.95374 -4.19265 3.76752 0.072
H -4.59532 7.40246 4.40955 0.078
H 3.21164 -0.97942 1.18566 -0.033
H 4.26358 -1.64630 -5.37084 0.076
H 6.35795 -5.75062 1.92189 0.072
H 1.68670 -1.84655 -1.97067 -0.015
H -1.20195 8.33818 -0.37758 0.070
```

Output
Lowest unoccupied orbital energy ... 0.30 eV
HOMO level ... -7.98 eV
Frontier orbital gap ... 8.3 eV
SMILES string ... CCN[PH3]O.ClCCCl.ClCCCl.ClCCCl.ClCCCl.ClCCCl.ClCCCl.ClCCCl.ClCCCl.ClCCCl.ClCCCl

3.
This record from the OMol25 dataset describes C19H19N3O5S3 in the gas phase. The level of theory is ωB97M-V with the def2-TZVPD basis set.

XYZ file:
```
49
Properties=species:S:1:pos:R:3:lowdin_charge:R:1
S -1.16598 -0.48721 2.53981 1.145
S -1.06913 -1.98740 -2.85619 1.151
S 1.32314 1.95326 -1.49375 1.074
O -3.58971 -0.18847 0.43145 0.042
O -2.61936 1.77121 -0.01592 -0.063
O 3.73865 0.42456 2.51952 0.074
O 1.08076 0.98077 -4.22581 0.057
O 0.89894 -1.21758 -4.68976 -0.092
N 0.19003 0.75906 0.55355 0.075
N -2.97523 -2.30917 -0.98981 0.114
N 2.51484 1.09845 0.71406 -0.037
C 0.24221 0.16413 1.75488 -0.475
C -0.45054 1.88424 -1.92428 -0.335
C -1.94486 -0.12281 -1.25744 -0.127
C 2.65151 0.49066 1.98247 -0.362
C 0.85325 -1.49476 5.93167 -0.159
C -3.39298 2.33253 1.03382 -0.037
C 3.70596 1.62896 0.09081 -0.061
C 1.31525 1.19688 0.08085 -0.551
C 1.13433 -0.65917 3.72757 -0.214
C -0.93686 0.48634 -2.05384 -0.242
C -0.17779 -0.97016 3.88016 -0.485
C -0.46959 -1.68528 5.15301 -0.171
C -2.11212 -1.47689 -1.57438 -0.529
C -2.77780 0.45808 -0.21095 -0.481
C 1.83899 -1.05289 -5.73748 -0.048
C -0.39111 -0.38185 -2.97040 -0.387
C 1.93847 -1.12207 4.89539 -0.114
C 0.59456 -0.10382 -3.99383 -0.536
C 1.40432 -0.00142 2.50350 -0.094
H -0.99488 2.42555 -1.15828 0.075
H -3.01310 -3.28093 -1.23622 0.105
H 2.61784 -0.35158 5.25715 0.116
H -3.50978 -1.91363 -0.21897 0.091
H 0.73651 -0.67464 6.64026 0.109
H -3.16006 1.83781 1.97880 0.080
H 3.60429 2.70320 -0.06764 0.088
H 1.12080 -2.38799 6.49271 0.104
H 2.54194 -1.98734 4.61146 0.121
H -1.32679 -1.27158 5.68494 0.108
H -3.12745 3.38578 1.07535 0.098
H -0.67499 -2.74229 4.96079 0.112
H -4.45851 2.21204 0.82705 0.099
H 2.76036 -0.60881 -5.35478 0.098
H 1.43213 -0.40087 -6.51354 0.099
H 4.53771 1.42750 0.76551 0.091
H 2.02708 -2.04683 -6.13462 0.094
H -0.48607 2.40099 -2.88408 0.094
H 3.87743 1.14500 -0.87146 0.087
```

Output
Energy relative to the best compared isomer or geometry (same formula, charge and spin) ... 0.0 kJ/mol
Lowest unoccupied orbital energy ... 0.47 eV
HOMO level ... -7.61 eV
Frontier orbital gap ... 8.1 eV
SMILES string ... COC(=O)c1sc(N)c(C(=O)OC)c1CSc1nc2sc3c(c2c(=O)n1C)CCC3

4.
This record from the OMol25 dataset describes C20H23BCl3NO in the gas phase at a distorted geometry. The level of theory is ωB97M-V with the def2-TZVPD basis set.

XYZ file:
```
49
Properties=species:S:1:pos:R:3:lowdin_charge:R:1
Cl 4.00219 1.06352 -1.18687 0.345
Cl 4.17934 1.04924 -4.19696 0.452
Cl 4.50819 -1.56803 -2.71506 0.443
O 2.13011 -0.28241 -2.86287 -0.108
N 0.11139 -0.90202 1.65890 0.016
C -0.83463 3.33289 -0.26453 -0.042
C -0.21463 0.01984 -2.78710 -0.161
C -1.50293 -1.45016 3.54831 -0.176
C -0.86609 1.19275 -3.23203 -0.054
C 0.64632 2.21775 1.85267 -0.017
C 0.47394 -0.06839 0.66836 -0.050
C -2.18038 1.11084 -3.69178 -0.084
C -2.77127 -0.14229 -3.85467 -0.099
C 1.25478 -0.48825 -0.58407 -0.035
C 0.04770 -3.24848 2.69153 -0.167
C 0.86230 -2.17251 1.92725 -0.091
C -2.08428 -1.31156 -3.52485 -0.082
C -0.65008 -0.39989 2.85298 -0.119
C 0.37303 3.58515 1.83058 -0.059
C -0.77109 -1.24108 -3.03586 -0.019
C -0.72861 -2.71325 3.89301 -0.209
C -0.36464 4.14017 0.77986 -0.060
C 0.20257 1.38036 0.80150 -0.166
C 1.11598 0.16448 -2.00794 -0.306
C -0.59302 1.95747 -0.20306 -0.025
B 3.49519 -0.00876 -2.83439 -1.832
H 0.68559 4.23458 2.64809 0.112
H 1.26361 1.25220 -1.80106 0.128
H -0.02882 -2.51852 4.71042 0.116
H 1.17862 -2.58286 0.96158 0.116
H -1.40117 3.74114 -1.11635 0.118
H 2.21015 -0.08225 -0.22992 0.064
H 0.09121 -0.00373 3.56470 0.133
H 1.76199 -1.90021 2.51136 0.148
H -0.56464 5.21550 0.72511 0.113
H -0.65368 -3.72327 1.98519 0.121
H 0.75354 -4.03235 3.01562 0.123
H 1.32588 -1.59188 -0.66033 0.126
H -0.18039 -2.14375 -2.81153 0.127
H -1.06348 1.29359 -0.93136 0.107
H -2.53393 -2.30193 -3.65810 0.104
H -0.36668 2.16528 -3.09611 0.126
H -3.81785 -0.20392 -4.19797 0.107
H -1.90130 -1.03904 4.48379 0.124
H 1.20110 1.78563 2.67919 0.115
H -2.71290 2.02692 -3.95144 0.105
H -1.41919 -3.49181 4.22879 0.116
H -2.35310 -1.71077 2.90376 0.124
H -1.31594 0.39411 2.51365 0.131
```

Output
Energy relative to the best compared isomer or geometry (same formula, charge and spin) ... 41.4 kJ/mol
Lowest unoccupied orbital energy ... -1.37 eV
HOMO level ... -8.42 eV
Frontier orbital gap ... 7.0 eV

5.
This record from the OMol25 dataset describes a molecular structure, C21H23N3O at a distorted geometry. The level of theory is ωB97M-V with the def2-TZVPD basis set.

XYZ file:
```
48
Properties=species:S:1:pos:R:3:lowdin_charge:R:1
O -1.45121 -2.64353 -0.22070 0.116
N 2.03766 1.40003 -0.04999 -0.105
N -5.51077 -2.08683 0.27286 0.027
N 0.05238 -0.16828 -1.08863 -0.100
C 4.47305 0.48863 0.51865 -0.317
C -1.90999 -1.61395 -0.58296 -0.547
C -6.16690 1.72603 0.67779 -0.035
C -4.26423 -2.42080 0.05181 -0.052
C 6.02498 -1.16482 -0.45573 -0.078
C 5.19080 -0.00423 -0.59704 -0.030
C 5.29375 -1.25404 1.71391 -0.102
C 0.62606 0.57705 -1.80088 -0.412
C -4.23140 0.05756 0.13138 -0.137
C -0.05148 0.40855 0.39352 -0.045
C 3.41011 1.64714 0.35486 -0.140
C -5.53948 -0.62881 0.51896 -0.110
C -3.82386 1.17226 0.14406 -0.070
C 4.51383 -0.01835 1.62028 -0.105
C 2.12859 0.77813 -1.44923 -0.114
C -4.90273 2.14441 0.39358 -0.043
C -1.43868 -0.61115 -1.38728 -0.051
C 6.12790 -1.64811 0.80747 -0.183
C 1.37653 0.48630 0.65399 -0.316
C -3.28125 -1.26198 -0.17629 0.026
C -6.56749 0.24085 0.96912 0.050
H -7.48164 0.01811 0.93562 0.005
H -0.68879 -0.19177 0.91077 0.103
H 1.80326 -0.66069 0.86962 0.198
H 1.34770 0.94047 1.74995 0.161
H 3.79233 0.35646 2.59437 0.191
H 5.34596 -1.68425 2.81402 0.141
H -4.59479 2.99156 0.40487 -0.001
H 3.44664 2.15597 1.34166 0.119
H -2.96975 1.66639 -0.16009 0.106
H 2.62783 -0.17787 -1.50969 0.110
H 0.33185 1.55834 -2.09331 0.094
H 6.73675 -2.52754 1.18441 0.134
H -1.20276 -1.15897 -2.42527 0.197
H 2.69837 1.10122 -2.21526 0.071
H 5.23657 0.77234 -1.51742 0.157
H -1.94298 0.23707 -1.50947 0.071
H -0.31861 1.30599 0.22938 0.059
H -6.42290 -2.49760 0.74649 0.219
H -4.09410 -3.60194 0.03094 0.171
H 6.67864 -1.38019 -1.43019 0.145
H -6.86986 2.53133 1.09239 0.116
H 0.66724 0.20130 -3.19015 0.196
H 3.75683 2.44221 -0.26718 0.107
```

Output
Energy relative to the best compared isomer or geometry (same formula, charge and spin) ... 1773.9 kJ/mol
Lowest unoccupied orbital energy ... 0.28 eV
HOMO level ... -7.89 eV
Frontier orbital gap ... 8.2 eV

6.
This record from the OMol25 dataset describes 3 unconnected molecules or ions with the total composition C2H13N6 at a distorted geometry. The level of theory is ωB97M-V with the def2-TZVPD basis set.

XYZ file:
```
21
Properties=species:S:1:pos:R:3:lowdin_charge:R:1
N -1.03465 1.93944 3.38015 0.126
N -1.49019 1.24741 1.17847 0.156
N 0.95586 -1.93867 -1.23642 0.161
N 1.28538 -0.62803 -3.84245 -0.044
N 0.27482 0.26099 2.38947 0.159
N -0.28545 -0.04752 -0.59138 0.053
C -0.78571 1.12174 2.26525 -0.461
C 0.20280 -1.21524 -0.45265 -0.358
H 0.83426 0.27094 3.25809 0.137
H 1.11688 -2.80464 -0.84209 0.087
H -1.80480 2.61788 3.36604 0.112
H 1.54494 -1.44732 -4.45718 0.051
H -0.03764 0.34566 -1.50610 0.087
H -1.32340 0.52460 0.31872 0.083
H 0.17346 -0.56293 -4.01651 0.100
H -1.01548 1.59378 4.37387 0.139
H 1.66411 0.19927 -4.32519 0.028
H 1.36186 -1.60077 -2.09960 0.059
H -2.18508 1.96679 1.09184 0.122
H 0.68637 -0.00604 1.46758 0.097
H -0.13834 -1.83734 0.28009 0.107
```

Output
Energy relative to the best compared isomer or geometry (same formula, charge and spin) ... 23.6 kJ/mol
Total charge ... +1
Lowest unoccupied orbital energy ... -2.40 eV
HOMO level ... -13.35 eV
Frontier orbital gap ... 11.0 eV